C19H20N6O3Pd | ωB97M-V with the def2-TZVPD basis set

Each line ends with the natural charge from an NBO analysis.
Cartesian coordinates (Å):
Pd  -0.32868  0.01857  -0.33503  1.0721
C  -4.51857  -1.75954  -2.07787  -0.2363
C  -4.10772  -0.47115  -2.39755  -0.2060
C  -2.91710  0.03131  -1.88804  -0.2586
C  -2.11558  -0.73930  -1.04431  -0.3174
C  -2.53923  -2.03146  -0.73516  -0.2203
C  -3.72989  -2.54132  -1.24878  -0.2460
H  -5.44559  -2.15139  -2.47773  0.2060
H  -4.71503  0.14365  -3.05157  0.2044
H  -2.60445  1.03331  -2.15894  0.2200
H  -1.93483  -2.66744  -0.09635  0.1906
H  -4.03599  -3.55092  -0.99945  0.2028
N  -0.83687  -1.59332  3.58955  -0.5393
C  -1.18899  -1.34777  2.30438  0.2627
N  -0.16748  -1.35007  1.49364  -0.5176
C  0.94574  -1.60024  2.28861  0.0734
C  2.29366  -1.69405  1.94817  -0.1930
C  3.19113  -1.93873  2.96730  -0.2290
C  2.76899  -2.09403  4.29840  -0.2076
C  1.43617  -2.00790  4.64792  -0.2540
C  0.53842  -1.75479  3.61597  0.1508
H  -1.46412  -1.62557  4.37299  0.4241
H  -2.20508  -1.15212  1.99772  0.2328
H  2.62117  -1.55623  0.92618  0.2416
H  4.24596  -2.01408  2.73711  0.2180
H  3.50593  -2.28876  5.06637  0.2159
H  1.11144  -2.12934  5.67287  0.2185
C  4.84372  2.00074  1.93581  -0.3909
N  3.39771  1.95555  1.78970  -0.4219
C  2.56913  2.59376  2.66318  0.0867
C  1.23163  2.55111  2.53867  -0.3856
C  0.69806  1.76092  1.45614  0.6035
O  -0.53733  1.60020  1.27310  -0.6716
N  1.53848  1.13721  0.60552  -0.7160
C  2.87931  1.22905  0.71297  0.7772
O  3.67643  0.71537  -0.07939  -0.7184
H  5.08570  2.56284  2.83506  0.1991
H  5.30133  2.47875  1.07122  0.2141
H  5.24415  0.99199  2.01507  0.2191
H  3.06210  3.13749  3.45821  0.2087
H  0.57071  3.05652  3.22401  0.2363
N  2.05431  0.43557  -2.51502  -0.8542
C  1.28770  1.54580  -2.28010  0.8052
N  1.97060  2.71537  -2.19343  -0.8234
O  0.05460  1.51447  -2.19688  -0.7003
H  2.87915  0.36173  -1.92484  0.4289
H  1.50996  -0.41075  -2.57869  0.3918
H  2.97208  2.69783  -2.10753  0.3982
H  1.46847  3.48767  -1.79236  0.4049

Atomic forces in eV per Å
Pd -0.02 0.11 0.12
C -0.01 0.01 -0.01
C 0.01 0.02 0.00
C -0.03 -0.02 0.01
C 0.06 -0.01 0.02
C -0.08 -0.02 -0.05
C 0.03 0.00 0.03
H 0.00 0.00 0.00
H -0.01 0.00 0.00
H 0.01 0.00 0.00
H 0.01 0.01 -0.01
H -0.01 0.00 -0.01
N 0.02 -0.02 0.01
C 0.01 0.02 -0.02
N 0.02 0.03 0.00
C -0.01 0.00 0.00
C 0.00 0.01 0.00
C 0.00 0.00 0.00
C 0.00 0.00 0.00
C 0.01 0.00 0.00
C -0.03 -0.02 0.01
H -0.01 0.00 -0.01
H 0.00 0.00 0.01
H 0.00 0.00 0.00
H 0.00 0.00 0.00
H 0.00 0.00 0.00
H 0.00 0.00 0.00
C 0.01 0.02 0.00
N -0.01 0.01 0.04
C 0.04 -0.01 -0.01
C -0.05 -0.02 -0.02
C 0.02 0.05 0.06
O 0.00 -0.09 -0.10
N 0.01 -0.05 -0.04
C -0.01 0.01 -0.03
O 0.00 0.01 0.01
H 0.00 0.00 0.00
H 0.00 -0.01 0.00
H 0.00 0.00 0.00
H 0.00 0.00 0.00
H 0.01 0.00 0.01
N 0.01 0.04 -0.07
C -0.03 -0.02 -0.01
N 0.01 0.01 0.03
O 0.01 -0.04 -0.01
H 0.00 -0.03 0.03
H 0.00 0.00 0.03
H 0.00 0.01 -0.01
H 0.01 0.01 0.00

## Properties
**Energy**: -1418.21810 Ha
**Net charge**: 0
**ΔE to the lowest compared entry with this formula, charge and spin**: 0.00 kJ/mol
**Multiplicity**: 3